# 1
56
Properties=species:S:1:pos:R:3:forces:R:3:nbo_charge:R:1 method="wB97M-V/def2-TZVPD" lumo_ev=0.775 total_energy_ev=-31387.627 spin_multiplicity=1 relative_energy_kcal_mol=29.66 orbital_gap_ev=9.3 smiles="Cc1cccc(OCC(=O)N2CCN(C(=O)CCC3CCCC3)CC2)c1"
H -0.7333 -2.1018 -2.7127 -0.02 0.04 0.11 0.193
C 0.7467 2.7093 -2.0878 -0.17 0.27 -0.05 -0.221
C 1.9642 1.6616 -0.1501 -0.09 0.45 -0.01 0.706
H -1.1644 -5.3396 1.0127 -0.05 -0.07 0.00 0.213
C -0.9467 -1.3758 -1.9135 -0.29 -0.10 -0.07 -0.158
H -3.7295 0.0454 2.3985 -0.07 -0.07 -0.03 0.207
C -1.0247 0.0426 -2.4843 0.06 -0.40 0.07 0.677
H 1.1983 3.6585 -2.4066 -0.13 -0.02 0.02 0.193
H 3.2163 0.4710 -1.8924 -0.07 0.08 -0.17 0.260
O -2.0753 0.6563 -2.4695 -0.39 0.01 0.13 -0.628
H -3.3025 -0.0996 0.6847 -0.05 -0.07 -0.07 0.197
C -0.6970 -3.5226 -0.0019 -0.11 0.26 -0.32 -0.316
H -0.4639 0.6588 0.1739 0.00 -0.02 0.01 0.210
C -1.5903 0.2194 1.9628 -0.09 -0.12 -0.22 -0.392
H 1.7055 -0.2529 -4.0612 0.04 0.00 0.10 0.190
N 1.7440 1.8521 -1.4788 0.10 -0.15 -0.25 -0.443
H 2.1093 3.0156 1.4467 0.01 0.02 -0.14 0.239
C -1.8983 2.2320 0.5978 -0.05 0.06 -0.05 -0.428
C 2.4217 0.9932 -2.4263 0.20 -0.17 0.05 -0.246
C -3.0634 0.4119 1.6181 0.02 0.05 0.21 -0.402
C 1.3007 2.5992 0.8401 -0.03 -0.19 0.25 -0.501
O 0.0599 -1.3887 -0.9274 0.05 0.01 0.19 -0.518
C 0.4284 -4.2972 1.9803 -0.08 -0.08 -0.01 -0.266
H -1.5669 3.2590 0.7567 0.06 0.10 -0.07 0.197
N 0.1006 0.5669 -3.0139 0.12 0.23 -0.17 -0.433
C -3.1559 1.9189 1.4116 -0.07 -0.05 -0.13 -0.397
C 1.2568 -3.1766 1.9709 -0.07 0.04 -0.12 0.110
H 0.5439 -5.0394 2.7565 0.01 -0.09 0.08 0.206
H -3.1208 2.4255 2.3782 -0.04 0.03 0.06 0.190
H 0.9413 1.0099 2.2231 0.04 0.04 0.09 0.218
H 2.9120 -2.1213 2.8193 0.08 0.05 0.04 0.222
H -1.4243 0.4929 3.0071 0.04 0.01 0.08 0.192
H 0.7152 2.1463 -4.2087 -0.03 0.01 0.04 0.196
H -0.8928 2.3284 -3.4664 0.19 0.02 -0.04 0.256
O 2.7220 0.7900 0.2357 0.18 -0.34 0.34 -0.655
H -1.4482 -3.6769 -0.7609 -0.06 0.01 -0.08 0.217
C 1.4242 -0.0195 -3.0264 0.29 -0.24 -0.08 -0.220
H 2.9412 -3.8706 3.0903 0.08 -0.02 0.04 0.217
H -1.9302 -1.5958 -1.4831 0.14 0.08 -0.10 0.214
H -2.1229 2.0994 -0.4615 0.02 0.08 -0.03 0.226
C 0.1288 1.9851 -3.3010 -0.21 0.16 0.05 -0.240
H 1.4346 -0.9317 -2.4377 0.02 0.07 -0.12 0.240
C 0.1156 -2.4001 -0.0075 0.11 -0.13 0.13 0.314
H 2.8641 1.6193 -3.2078 -0.01 -0.06 0.03 0.189
C 0.3624 1.8156 1.7664 0.00 -0.06 -0.31 -0.367
H -4.0662 2.2216 0.8961 -0.06 0.08 0.05 0.210
C 2.2992 -2.9930 3.0309 -0.02 0.00 0.01 -0.652
H 0.7819 3.4256 0.3611 0.00 0.04 0.00 0.206
H -0.0480 2.9143 -1.3730 0.04 0.03 -0.05 0.223
H 0.0116 2.4762 2.5631 -0.02 -0.02 0.07 0.200
C -0.5311 -4.4645 1.0031 0.06 -0.06 0.15 -0.185
H 1.8270 -2.8602 4.0040 0.03 0.02 0.08 0.219
H 1.7160 -1.3536 0.9259 0.11 0.16 0.00 0.247
C 1.0938 -2.2350 0.9726 -0.10 0.00 -0.12 -0.310
H -1.2527 -0.8072 1.8268 0.06 -0.05 0.08 0.218
C -0.8378 1.2016 1.0452 0.17 0.10 0.22 -0.234

---

# 2
58
Properties=species:S:1:pos:R:3:forces:R:3:nbo_charge:R:1 method="wB97M-V/def2-TZVPD" lumo_ev=0.169 total_energy_ev=-35460.935 spin_multiplicity=1 relative_energy_kcal_mol=520.76 orbital_gap_ev=8.5 smiles="CCOC(=O)CCNC(=O)N1CCC[C@H](C(=O)c2cc(C)c(OC)c(C)c2)C1"
H 2.6878 -3.0446 1.9598 2.32 -4.41 1.38 0.210
H 0.6859 -2.4110 3.1157 1.83 1.68 -1.04 0.159
H -0.0664 1.8683 0.6510 4.75 -2.69 -4.98 0.223
O 2.1844 -2.6248 -5.7515 -0.07 -0.25 -1.29 -0.556
H 3.5606 -0.9623 -4.8238 -0.26 0.10 0.35 0.253
C 0.9641 -1.0552 -1.0843 -1.96 6.80 -0.54 0.785
H 2.0015 -2.4210 -1.9433 0.09 -6.60 -1.65 0.375
H -4.6392 5.9520 0.7392 0.33 -1.08 0.26 0.174
C -2.0898 2.0982 3.4962 6.34 -0.65 -12.40 -0.211
N 2.0448 -1.5350 -1.7696 -0.58 10.02 -1.01 -0.641
H -3.2450 3.7914 5.1223 2.11 -0.59 5.70 0.205
O 2.2276 -3.5864 -3.7572 3.84 3.92 3.64 -0.537
H -0.8730 -0.3641 0.2858 -1.27 0.69 -0.81 0.257
C -1.3909 3.2603 1.1146 1.11 0.83 -3.68 -0.103
C 1.5281 -4.6723 -3.8597 2.55 -7.06 -4.61 -0.066
C 0.1872 -4.4510 -3.5811 -5.14 -2.58 2.07 -0.621
H -2.2916 1.6826 4.2289 -2.50 -7.70 12.59 0.169
H 1.8875 -3.1533 -0.2992 -1.57 -0.04 1.56 0.181
C -1.2652 3.9147 -0.2747 10.77 -8.78 6.48 -0.549
C -0.5099 -1.1948 0.8110 13.20 12.05 -3.86 -0.170
C 2.5552 -2.6194 -4.6199 -2.86 -3.30 -0.96 0.773
O -3.0975 5.0066 1.5111 10.09 0.40 4.62 -0.558
H 4.1387 -1.6576 -3.3358 -1.89 -0.90 -1.11 0.254
C -3.6420 3.7939 4.2459 -2.90 2.81 -7.97 -0.635
H 1.0266 0.2213 1.6077 4.76 6.44 -3.82 0.154
H -0.0634 4.3526 -0.1750 -2.53 -0.55 0.15 0.182
C 2.1887 -2.3073 1.5456 -4.80 0.42 2.81 -0.414
H -0.8852 3.3753 -1.0300 -0.18 -2.82 -3.02 0.235
C -2.1996 3.8805 1.9304 -8.00 -0.53 3.46 0.316
C 1.5267 -1.6095 2.6766 -9.20 -2.11 -4.99 -0.362
C 0.4845 -0.4503 1.9424 -6.95 -9.04 6.03 -0.277
H 1.7701 -1.2342 3.5263 3.28 2.53 5.02 0.211
H 1.9258 -5.5590 -3.1829 -0.16 1.86 -1.39 0.177
N 0.5368 -1.7599 -0.0286 -6.36 8.40 -5.58 -0.429
O 0.4186 0.3215 -1.3657 2.72 -7.32 1.45 -0.804
H 0.1910 -4.2016 -2.4409 -1.16 -0.16 -2.00 0.203
H -3.5749 4.9739 3.8665 -0.75 -3.08 1.03 0.228
H -4.6478 3.3572 4.0911 0.06 0.90 1.00 0.225
C -4.2774 4.9299 1.0697 -3.53 1.44 -4.23 -0.202
H -0.1546 -3.7349 -4.2684 -0.89 1.64 -0.22 0.223
C 1.1801 -2.6768 0.5169 9.18 -7.74 0.17 -0.154
H 1.2653 -0.3200 -3.5041 1.46 -0.41 0.44 0.246
C 2.2906 -0.5957 -3.0993 -0.04 -0.97 1.76 -0.177
H 2.8526 -1.7123 1.2101 4.76 4.28 -3.16 0.196
H -1.0499 -1.7764 1.1537 -9.31 -10.15 5.84 0.149
C -0.6332 0.1448 3.1034 5.26 5.53 -16.13 0.634
H -1.6224 4.6952 -0.4381 -6.84 11.78 -2.61 0.183
C 3.1667 -1.5608 -3.9822 4.66 6.29 2.24 -0.562
H -5.0067 4.4808 1.5938 -2.74 -1.35 3.14 0.145
H 1.6756 -4.9508 -5.0053 -0.51 -0.45 2.02 0.176
H -4.2079 4.2725 0.2730 -0.75 -1.15 -2.95 0.147
C -2.8529 3.0399 3.2204 0.82 9.60 -4.05 0.059
H -0.5019 -5.4266 -3.9180 1.84 2.34 1.56 0.223
O -0.7086 -0.3450 4.0621 -2.32 -6.16 13.60 -0.498
C -1.2013 1.3925 2.5051 0.99 1.76 1.25 -0.126
C -0.6431 2.0462 1.3790 -7.97 2.01 7.51 -0.118
H 2.8659 0.4183 -2.7870 -1.36 -2.79 -0.64 0.246
H 0.5107 -3.3650 0.8212 -1.77 -3.12 1.59 0.194

---

# 3
61
Properties=species:S:1:pos:R:3:forces:R:3:nbo_charge:R:1 method="wB97M-V/def2-TZVPD" lumo_ev=0.188 total_energy_ev=-41625.055 spin_multiplicity=1 relative_energy_kcal_mol=1.08 orbital_gap_ev=8.8
C -4.4431 4.5537 -1.7667 0.10 -0.07 0.06 -0.705
C 1.7182 -8.0629 -2.0407 -0.06 -0.78 -1.63 0.785
C 2.2321 -2.2120 -0.2775 -2.56 3.19 0.13 0.146
O 4.4800 -2.7649 -0.5769 -0.46 0.92 -0.34 -0.581
N 1.0783 4.0998 0.2255 0.42 0.53 0.38 -0.601
H -1.2822 -1.0174 2.1707 0.16 0.05 0.05 0.217
H -2.7243 5.0472 2.6185 -0.30 0.05 -0.05 0.228
O 3.8832 -0.6908 -1.2320 -0.48 -0.48 0.33 -0.673
H 1.6890 -0.1529 -0.1474 0.15 -0.20 0.08 0.227
C -1.6396 2.6936 1.4023 0.40 0.19 0.54 -0.399
H -0.7799 3.6581 3.1329 0.19 0.08 0.02 0.183
H 0.3204 -1.7116 2.5006 -0.07 0.14 -0.04 0.212
H 2.4182 3.7219 -1.3570 -0.17 0.02 0.22 0.236
C 1.7066 -6.0183 -3.4754 -0.04 0.21 0.04 -0.151
H 1.6783 -6.6549 -4.3570 0.01 -0.09 0.41 0.244
H 1.7191 -9.5904 -0.9879 -0.01 -0.09 -0.07 0.498
H -1.0321 1.2684 3.6682 -0.04 -0.24 0.08 0.202
C -1.8833 1.9373 3.7793 0.47 0.24 -0.15 -0.599
C 1.7019 -4.6372 -3.6634 0.00 -0.67 0.32 -0.228
O 1.7326 -8.6387 -0.8183 0.02 0.83 -0.41 -0.659
N -2.4325 3.8482 -0.6232 1.37 -0.65 -0.26 -0.609
C -3.4712 4.6814 -0.6169 -0.92 1.28 0.36 0.674
C -0.2288 -1.0010 1.8747 -0.18 -0.06 0.16 -0.594
C 1.7798 -4.3059 -1.2595 -0.02 0.19 -2.20 0.198
O 1.7965 -3.5143 -0.1257 0.69 0.01 0.03 -0.507
C -0.0858 -1.3745 0.4022 0.39 -0.07 -0.07 -0.456
C 1.3476 -1.1778 -0.0232 0.95 -2.15 -0.71 -0.111
C 1.7259 -3.7841 -2.5650 0.03 -0.15 0.80 -0.243
C 3.6206 -1.9095 -0.7046 1.08 -1.91 0.32 0.724
C 1.7375 -6.5854 -2.1833 0.01 1.14 0.95 -0.251
H 1.6723 -4.2264 -4.6683 0.00 -0.08 0.19 0.220
H -3.8130 3.6587 2.7840 -0.07 0.05 0.01 0.206
H 3.0094 4.8602 -0.1318 -0.14 -0.07 0.05 0.207
C 2.4399 3.9423 -0.2869 -0.26 -0.18 -0.01 -0.419
H -3.9149 4.7138 -2.7047 -0.07 -0.11 -0.15 0.225
H -2.9603 4.3101 4.2023 -0.05 -0.03 0.03 0.206
H -4.8892 3.5614 -1.7544 -0.06 -0.08 -0.19 0.223
H -0.8578 1.9394 1.3199 0.06 -0.19 0.00 0.206
H -0.4101 -2.4089 0.2514 0.16 0.15 -0.05 0.223
H -2.3360 3.2187 -1.4064 0.24 -0.02 0.07 0.415
H 1.6969 -2.7137 -2.7439 0.03 -0.05 0.22 0.228
H 1.9617 -5.3158 0.7587 -0.03 -0.28 -0.10 0.496
H 2.9366 3.1195 0.2297 0.10 0.01 -0.08 0.198
C -2.8808 4.1015 3.1356 0.50 0.28 -0.29 -0.613
C -1.3532 3.8121 0.3710 -0.53 -0.01 -0.14 -0.127
H -2.8019 1.4063 3.5268 -0.01 -0.07 0.04 0.203
O 1.6809 -8.7295 -3.0646 0.04 0.02 1.10 -0.610
O 0.0309 2.8802 -1.3592 -0.02 0.31 0.45 -0.655
O -3.6537 5.5278 0.2468 0.24 -0.06 0.22 -0.647
H 0.1718 -0.0002 2.0570 -0.06 -0.09 0.06 0.198
H -2.5805 2.1972 1.1566 0.00 0.09 -0.12 0.218
H -1.9322 2.2597 4.8196 -0.06 -0.10 0.03 0.211
H 0.9496 4.6481 1.0613 0.03 -0.01 -0.09 0.397
H -0.7328 -0.7366 -0.2092 0.13 0.03 0.03 0.224
C -0.0126 3.5704 -0.3416 -0.65 -0.86 -1.03 0.673
H -1.3002 4.7790 0.8735 -0.31 0.06 -0.05 0.227
O 1.8386 -6.1154 0.2180 0.01 -0.12 -0.42 -0.657
C 1.7829 -5.7004 -1.0815 0.10 0.34 0.77 0.374
C -1.7111 3.1550 2.8692 -0.62 -0.37 0.06 -0.207
H 4.8278 -0.7259 -1.4477 0.01 0.08 0.03 0.504
H -5.2220 5.3066 -1.6545 0.13 -0.10 0.03 0.243

---

# 4
56
Properties=species:S:1:pos:R:3:forces:R:3:mulliken_spin:R:1 method="wB97M-V/def2-TZVPD" lumo_ev="0.657 / 0.656" total_energy_ev=-30826.585 spin_multiplicity=2 orbital_gap_ev="8.6 / 9.8"
H -3.8790 1.8009 1.8574 0.07 0.06 0.05 0.003
N -0.1885 -1.7283 -3.3731 -0.02 0.01 -0.04 0.000
C 6.0258 -0.1151 2.0756 0.00 0.01 -0.01 0.000
C -2.5194 -0.6902 -0.0766 -0.17 -0.02 -0.03 -0.016
H 0.1513 -1.6333 2.2977 0.01 0.12 0.04 0.001
C -1.0145 -0.9523 -0.0018 -0.08 -0.03 -0.03 0.007
H -2.0627 -2.3255 -6.0984 -0.01 0.00 0.00 0.000
H -1.0135 -0.4622 2.9055 0.12 0.10 0.02 -0.005
C -2.0868 3.1645 0.1007 0.06 -0.19 -0.15 0.018
H 0.1883 -2.8263 -7.0612 0.00 0.00 0.00 0.000
H -2.6861 -1.4280 2.0000 -0.08 0.07 -0.07 0.000
N -0.6280 1.3871 0.8903 -0.52 -0.48 0.80 0.357
H 2.1891 -2.5999 -5.5818 0.01 0.00 0.01 0.000
H 0.7330 -0.0723 2.8867 -0.17 0.09 0.02 -0.002
H -2.5736 0.9295 2.6774 -0.05 0.04 -0.08 -0.002
H -0.8520 -1.9835 0.3341 0.09 0.09 -0.11 -0.001
H -0.6225 -0.8943 -1.0204 -0.02 0.02 0.06 0.001
C 4.7728 -0.3116 2.6369 -0.02 0.01 0.01 0.000
H -5.1709 -0.1695 0.7397 0.03 0.02 -0.19 0.000
C -0.1690 -0.0378 0.9053 0.48 -0.24 -0.12 0.039
H 1.8510 -1.8916 -3.2249 0.01 0.00 -0.02 0.000
C -2.0604 1.7453 0.6896 -0.20 0.43 -0.24 0.018
H -2.5299 2.6909 2.5826 0.03 -0.13 -0.01 -0.003
C 5.4938 2.2039 1.9349 0.02 -0.02 0.00 0.000
C 6.3923 1.1722 1.7169 0.00 0.00 0.00 0.000
H -2.8524 -1.1872 -0.9971 -0.07 0.04 0.13 0.000
H -2.2809 1.0052 -1.3041 -0.03 0.04 0.12 -0.003
C 0.0827 -2.5191 -6.0288 0.00 0.00 0.00 0.000
C 4.2660 1.9015 2.5057 -0.05 0.02 0.02 0.001
C 1.0054 -1.9987 -3.8958 0.00 0.01 0.05 0.000
H 4.4488 -1.3055 2.9268 0.02 -0.01 0.00 0.000
H -3.5281 -2.3754 0.8030 0.12 0.07 0.07 0.000
H 7.3609 1.3676 1.2749 0.00 0.00 0.00 0.000
H -2.2086 -1.6238 -3.7216 -0.01 0.00 -0.02 0.000
H 3.5346 2.6807 2.6908 0.00 0.01 -0.02 0.000
C 1.2640 -0.0268 0.3460 -0.24 0.49 -0.10 0.000
C -0.0796 -0.5634 2.3508 -0.08 -0.20 -0.14 0.026
O -0.0420 2.1179 1.7596 0.23 0.20 -0.39 0.545
H 1.8547 0.7034 0.9036 0.05 -0.26 0.05 0.002
H 6.6941 -0.9519 1.9244 0.00 -0.01 0.00 0.000
O -5.1233 -0.9646 2.5583 -0.08 -0.01 0.25 0.000
H -1.4754 3.8306 0.7102 -0.13 -0.02 -0.03 -0.001
H 1.2425 0.2974 -0.7003 0.05 -0.18 0.07 -0.010
H -3.7783 1.0883 -0.4043 0.10 -0.07 0.05 -0.002
H 1.7076 -1.0213 0.4221 0.03 0.08 -0.02 0.001
C -2.8008 1.7840 2.0389 0.06 -0.06 -0.03 0.025
H -1.7000 3.1603 -0.9238 0.03 0.02 0.14 0.000
C -3.2894 -1.3410 1.0926 0.19 -0.12 -0.05 0.000
C -2.7241 0.8043 -0.3188 0.27 0.02 -0.14 0.003
N 3.9015 0.6702 2.8546 -0.02 -0.04 0.01 0.000
H -3.1183 3.5247 0.0636 0.08 0.03 0.08 -0.001
H 5.7352 3.2240 1.6692 -0.01 0.01 0.00 0.000
C -4.6174 -0.7658 1.4869 -0.09 0.00 -0.03 -0.001
C -1.1670 -2.2419 -5.4985 0.01 0.00 -0.01 0.000
C -1.2473 -1.8511 -4.1707 0.01 0.01 0.03 0.000
C 1.1942 -2.3949 -5.2112 -0.02 0.00 -0.01 0.000